5
Properties=species:S:1:pos:R:3:lowdin_charge:R:1 method="wB97M-V/def2-TZVPD" e_above_lowest_kcal_mol=60.5 e_lumo_ev=-1.6 energy_ha=-1597.2859
F 1.020 -0.144 -1.003 -0.50
P 0.746 0.815 0.285 0.30
S -1.983 0.150 -1.532 -0.40
Cl 1.734 -0.464 1.566 0.10
I -1.516 -0.357 0.685 0.50


15
Properties=species:S:1:pos:R:3:lowdin_charge:R:1 method="wB97M-V/def2-TZVPD" e_above_lowest_kcal_mol=41.5 e_lumo_ev=0.9 energy_ha=-304.7693
C 1.835 -0.998 0.193 -0.05
C 0.526 -0.438 -0.310 -0.34
C -0.746 -1.159 -0.083 -0.11
N -0.424 0.027 0.700 -0.07
C -1.256 1.200 0.442 -0.18
C -0.656 2.236 -0.404 -0.21
N -0.343 3.015 -1.194 0.15
H 1.670 -1.554 1.120 0.08
H 2.567 -0.208 0.392 0.08
H 2.265 -1.682 -0.548 0.08
H 0.590 0.145 -1.231 0.13
H -1.526 -1.065 -0.840 0.11
H -0.759 -2.095 0.473 0.11
H -2.168 0.937 -0.104 0.12
H -1.574 1.641 1.392 0.12


6
Properties=species:S:1:pos:R:3:lowdin_charge:R:1 method="wB97M-V/def2-TZVPD" e_above_lowest_kcal_mol=1.2 e_lumo_ev=0.8 energy_ha=-798.7474
S 2.658 -2.135 1.184 0.45
H 3.611 -3.020 0.838 -0.23
H 2.369 -1.865 -0.102 -0.23
S -3.419 2.030 -0.653 0.45
H -2.872 2.916 0.200 -0.22
H -2.347 2.074 -1.467 -0.23


94
Properties=species:S:1:pos:R:3:lowdin_charge:R:1 method="wB97M-V/def2-TZVPD" e_lumo_ev=-2.9 total_charge=+1 energy_ha=-1615.8951
C -3.148 -2.507 3.342 -0.12
C -4.571 -1.930 3.397 -0.24
C -4.576 -0.475 2.875 -0.22
C -4.768 -0.458 1.359 -0.23
C -4.559 0.941 0.774 -0.20
C -4.756 0.962 -0.764 -0.20
C -3.590 1.604 -1.535 -0.18
C -2.462 0.673 -2.062 -0.18
C -2.285 -0.683 -1.383 -0.20
C -1.461 -0.639 -0.083 -0.19
C -0.002 -0.368 -0.401 -0.18
C 1.002 -0.733 0.701 -0.21
C 0.635 -1.967 1.515 -0.23
C 1.705 -2.413 2.523 -0.35
S 3.312 -2.836 1.789 1.16
C 4.551 -1.537 2.073 -0.36
C 4.036 -0.115 2.081 -0.26
C 5.147 0.902 2.396 -0.19
C 4.706 1.958 3.395 -0.20
C 3.493 2.750 2.911 -0.22
C 3.846 3.863 1.934 -0.21
C 2.571 4.290 1.191 -0.19
C 2.173 3.270 0.104 -0.22
C 2.156 3.819 -1.311 -0.21
C 2.166 2.694 -2.349 -0.22
C 1.780 3.223 -3.750 -0.23
C 0.664 2.406 -4.440 -0.09
H -3.033 -3.351 4.015 0.07
H -2.933 -2.813 2.323 0.06
H -2.431 -1.756 3.666 0.06
H -4.979 -1.994 4.399 0.10
H -5.178 -2.500 2.701 0.10
H -5.389 0.094 3.316 0.11
H -3.624 -0.019 3.138 0.10
H -5.788 -0.758 1.139 0.12
H -4.039 -1.127 0.912 0.09
H -5.316 1.575 1.224 0.11
H -3.585 1.343 1.040 0.09
H -5.030 -0.018 -1.141 0.10
H -5.619 1.596 -0.943 0.10
H -4.029 2.071 -2.414 0.10
H -3.206 2.430 -0.946 0.10
H -1.528 1.220 -1.954 0.08
H -2.593 0.521 -3.130 0.11
H -1.691 -1.293 -2.055 0.08
H -3.209 -1.229 -1.253 0.10
H -1.883 0.096 0.598 0.11
H -1.605 -1.618 0.366 0.09
H 0.096 0.703 -0.556 0.09
H 0.305 -0.818 -1.340 0.12
H 1.945 -0.947 0.197 0.08
H 1.211 0.098 1.372 0.11
H 0.378 -2.809 0.876 0.13
H -0.229 -1.717 2.124 0.11
H 1.846 -1.698 3.327 0.10
H 1.363 -3.337 2.971 0.09
H 3.067 -2.769 0.468 0.03
H 5.250 -1.647 1.249 0.11
H 5.089 -1.759 2.988 0.10
H 3.240 -0.009 2.812 0.10
H 3.621 0.158 1.121 0.09
H 6.076 0.419 2.695 0.12
H 5.360 1.429 1.471 0.11
H 5.514 2.678 3.505 0.12
H 4.526 1.539 4.384 0.11
H 2.960 3.177 3.757 0.12
H 2.783 2.107 2.391 0.08
H 4.540 3.480 1.182 0.11
H 4.325 4.703 2.429 0.12
H 1.771 4.311 1.931 0.11
H 2.698 5.291 0.793 0.11
H 1.178 2.902 0.343 0.11
H 2.848 2.414 0.178 0.09
H 3.011 4.461 -1.504 0.12
H 1.230 4.369 -1.440 0.12
H 3.147 2.227 -2.402 0.11
H 1.452 1.928 -2.047 0.08
H 2.653 3.195 -4.395 0.10
H 1.470 4.258 -3.660 0.10
H -0.176 3.028 -4.725 0.07
H 0.271 1.642 -3.775 0.04
H 1.060 1.919 -5.323 0.06
C -2.579 -4.884 -4.192 -0.06
C -1.494 -3.959 -3.666 -0.49
C -0.109 -4.553 -3.871 -0.06
O -1.711 -3.689 -2.278 -0.07
H -2.560 -5.839 -3.660 0.08
H -3.565 -4.445 -4.036 0.08
H -2.451 -5.080 -5.257 0.08
H -1.557 -2.996 -4.175 0.14
H -0.014 -5.498 -3.328 0.08
H 0.658 -3.878 -3.486 0.07
H 0.091 -4.740 -4.926 0.08
H -1.663 -4.529 -1.804 0.09


21
Properties=species:S:1:pos:R:3:lowdin_charge:R:1 method="wB97M-V/def2-TZVPD" e_above_lowest_kcal_mol=94.0 e_lumo_ev=0.7 energy_ha=-403.4268
C -1.558 0.045 1.217 -0.09
C -0.675 0.536 -0.722 -0.19
C -0.981 -0.628 -1.639 -0.16
N -1.213 -1.204 1.535 0.02
H -0.149 -1.286 1.592 0.07
H -1.667 -1.946 1.017 0.09
H -2.600 0.208 0.959 0.10
H -1.041 0.827 1.757 0.09
H 0.017 1.251 -1.156 0.06
H -1.534 1.208 -0.662 0.05
H -1.266 -1.542 -1.103 0.05
H -1.791 -0.385 -2.333 0.07
H -0.150 -0.948 -2.266 0.06
C 1.917 1.376 0.573 0.00
C 1.382 0.009 0.196 -0.58
O 1.954 -0.391 -0.997 0.04
O 1.285 -0.887 1.077 -0.03
H 1.914 -1.358 -1.009 0.12
H 1.845 2.055 -0.274 0.08
H 2.971 1.272 0.840 0.09
H 1.339 1.789 1.397 0.08


77
Properties=species:S:1:pos:R:3:lowdin_charge:R:1 method="wB97M-V/def2-TZVPD" e_above_lowest_kcal_mol=0.0 e_lumo_ev=-0.6 energy_ha=-9627.4029
C -5.521 -4.433 1.428 -1.65
Br -7.156 -3.653 2.073 0.57
Br -5.636 -6.355 1.432 0.57
Br -4.025 -3.845 2.446 0.63
H -5.419 -4.121 0.400 -0.03
C 1.393 -6.475 2.227 -0.07
C 0.677 -7.525 1.686 -0.07
C 0.135 -7.437 0.410 0.00
C 0.274 -6.251 -0.284 -0.14
C 0.988 -5.188 0.228 -0.02
C 1.557 -5.313 1.480 -0.07
N -0.349 -6.175 -1.622 -0.34
O -1.138 -7.054 -1.901 0.08
O -0.023 -5.291 -2.398 0.06
H 1.756 -6.502 3.246 0.11
H 0.446 -8.411 2.266 0.11
H -0.440 -8.270 0.038 0.12
H 1.154 -4.256 -0.288 0.10
H 2.039 -4.448 1.918 0.11
C -0.612 -0.959 -3.189 -0.07
C -0.824 0.044 -4.115 -0.07
C -1.196 -0.259 -5.404 -0.01
C -1.328 -1.585 -5.764 -0.15
C -1.143 -2.603 -4.854 0.01
C -0.748 -2.287 -3.560 -0.05
N -1.788 -1.909 -7.118 -0.36
O -2.338 -1.030 -7.754 0.07
O -1.580 -3.034 -7.520 0.09
H -0.395 -0.729 -2.159 0.09
H -0.711 1.076 -3.806 0.10
H -1.435 0.492 -6.144 0.12
H -1.249 -3.649 -5.106 0.12
H -0.663 -3.108 -2.859 0.08
N 3.715 3.589 2.996 0.06
C 3.794 2.373 3.540 -0.15
C 3.873 1.206 2.802 -0.07
C 3.846 1.299 1.424 -0.10
C 3.874 2.554 0.855 -0.07
C 3.782 3.667 1.677 -0.17
H 3.954 2.375 4.614 0.11
H 3.985 0.276 3.344 0.10
H 3.817 0.411 0.805 0.10
H 3.970 2.653 -0.220 0.11
H 3.793 4.662 1.243 0.11
N 1.083 6.337 -0.611 0.07
C 0.659 6.644 -1.830 -0.15
C 0.159 5.707 -2.722 -0.07
C 0.052 4.392 -2.317 -0.08
C 0.530 4.054 -1.057 -0.07
C 1.023 5.060 -0.248 -0.16
H 0.741 7.688 -2.111 0.10
H -0.220 6.030 -3.684 0.10
H -0.427 3.640 -2.931 0.09
H 0.510 3.020 -0.734 0.09
H 1.503 4.852 0.701 0.08
N 0.288 5.912 4.174 0.07
C -0.770 6.550 3.702 -0.16
C -1.675 5.999 2.809 -0.07
C -1.424 4.727 2.324 -0.09
C -0.340 4.038 2.842 -0.09
C 0.461 4.648 3.791 -0.15
H -0.902 7.572 4.041 0.10
H -2.540 6.559 2.480 0.10
H -2.065 4.264 1.585 0.11
H -0.037 3.063 2.473 0.08
H 1.290 4.157 4.285 0.09
N 0.126 -2.185 0.668 0.06
C 0.762 -1.025 0.530 -0.16
C 0.263 0.167 1.031 -0.07
C -0.911 0.126 1.772 -0.07
C -1.555 -1.079 1.965 -0.07
C -0.967 -2.210 1.411 -0.16
H 1.694 -1.083 -0.025 0.10
H 0.737 1.126 0.862 0.08
H -1.292 1.060 2.169 0.10
H -2.450 -1.143 2.566 0.08
H -1.412 -3.188 1.572 0.05


114
Properties=species:S:1:pos:R:3:lowdin_charge:R:1 method="wB97M-V/def2-TZVPD" e_lumo_ev="-0.7 / -5.0" multiplicity=2 energy_ha=-12787.1384
Al 6.761 22.285 -3.601 1.03
N 7.826 24.337 -5.279 -0.26
S 7.149 25.220 -6.214 0.31
O 7.376 24.951 -7.608 -0.31
O 6.838 26.596 -5.806 -0.27
F 5.717 24.522 -6.032 -0.23
S 9.249 25.236 -5.491 0.51
O 9.539 26.209 -4.483 -0.23
O 9.883 25.428 -6.773 -0.28
F 10.111 24.062 -4.896 -0.18
Cl 9.104 23.658 -0.628 0.60
O 9.496 24.975 -0.203 -0.35
O 7.670 23.430 -0.495 -0.42
O 9.282 23.679 -2.045 -0.44
O 9.817 22.565 -0.082 -0.33
C 9.642 25.288 -10.217 -1.43
Br 11.626 25.009 -10.034 0.67
Br 8.787 23.579 -10.719 0.60
Br 9.297 26.614 -11.632 0.56
H 9.212 25.668 -9.290 -0.05
O 2.543 27.797 -10.042 -0.27
P 3.855 27.112 -9.763 0.65
N 3.836 26.514 -8.197 -0.29
C 3.760 27.354 -7.042 -0.10
C 3.071 25.250 -7.994 -0.07
N 5.226 28.163 -9.978 -0.13
C 4.974 29.568 -10.335 -0.03
C 6.556 27.932 -9.445 -0.07
N 4.209 25.692 -10.727 -0.24
C 3.842 25.658 -12.103 -0.12
C 5.499 24.948 -10.421 -0.10
H 3.836 26.601 -6.258 0.07
H 2.786 27.837 -6.971 0.09
H 4.536 28.116 -6.965 0.08
H 3.525 24.411 -8.522 0.08
H 2.027 25.332 -8.295 0.09
H 3.032 25.019 -6.930 0.08
H 4.671 29.543 -11.382 0.11
H 4.172 29.931 -9.691 0.11
H 5.838 30.218 -10.196 0.10
H 7.272 28.375 -10.137 0.09
H 6.630 28.552 -8.552 0.09
H 6.683 26.908 -9.093 0.07
H 2.868 26.147 -12.075 0.08
H 4.428 26.315 -12.746 0.09
H 3.609 24.648 -12.440 0.10
H 5.532 23.976 -10.913 0.08
H 5.659 24.654 -9.383 0.06
H 6.343 25.565 -10.728 0.04
O 9.320 20.910 -4.590 -0.38
P 10.396 20.343 -5.454 0.60
N 10.106 18.819 -6.268 -0.29
C 11.188 17.973 -6.754 -0.15
C 8.765 18.306 -6.508 -0.12
N 11.861 20.192 -4.616 -0.31
C 12.763 21.377 -4.175 -0.04
C 12.023 19.168 -3.638 -0.14
N 10.803 21.351 -6.757 -0.25
C 9.753 22.152 -7.456 -0.14
C 12.038 21.121 -7.744 -0.02
H 11.038 16.996 -6.295 0.08
H 12.166 18.364 -6.473 0.07
H 11.241 17.762 -7.822 0.07
H 8.100 18.583 -5.689 0.07
H 8.766 17.217 -6.525 0.08
H 8.307 18.779 -7.376 0.07
H 12.668 21.503 -3.097 0.08
H 13.800 21.143 -4.418 0.08
H 12.450 22.256 -4.740 0.06
H 11.007 19.043 -3.265 0.08
H 12.339 18.252 -4.137 0.07
H 12.703 19.480 -2.844 0.08
H 8.888 22.351 -6.822 0.05
H 10.177 23.048 -7.908 0.04
H 9.251 21.583 -8.239 0.05
H 12.972 21.206 -7.188 0.06
H 11.999 21.854 -8.550 0.06
H 11.999 20.125 -8.186 0.05
C 13.291 25.239 -6.064 -0.05
O 14.140 24.374 -6.735 0.02
C 14.398 24.623 -7.994 -0.62
O 14.240 25.705 -8.494 0.07
O 14.926 23.509 -8.598 -0.01
C 15.314 23.579 -10.004 -0.04
H 13.477 26.312 -6.102 0.10
H 13.391 25.027 -4.999 0.11
H 12.295 25.123 -6.492 0.08
H 16.292 24.025 -10.183 0.09
H 14.685 24.104 -10.723 0.07
H 15.472 22.584 -10.421 0.09
C 7.898 30.412 -7.095 -0.09
O 9.272 30.279 -7.198 0.00
C 9.718 29.054 -7.736 -0.47
O 9.086 28.056 -7.951 0.11
O 11.083 29.149 -7.868 -0.01
C 11.807 27.952 -8.270 -0.04
H 7.501 29.497 -6.654 0.09
H 7.467 30.527 -8.089 0.08
H 7.482 31.121 -6.379 0.11
H 12.891 28.060 -8.326 0.09
H 11.544 27.522 -9.236 0.02
H 11.604 27.292 -7.427 0.08
C 7.407 26.921 -2.182 -0.06
O 6.033 27.062 -2.204 0.00
C 5.252 25.966 -2.483 -0.48
O 5.592 24.846 -2.815 0.00
O 3.947 26.399 -2.345 -0.01
C 2.904 25.566 -2.794 -0.07
H 7.787 26.222 -2.928 0.06
H 7.679 26.484 -1.221 0.09
H 7.935 27.862 -2.337 0.11
H 2.021 25.703 -2.170 0.10
H 3.066 24.501 -2.628 0.09
H 2.742 25.683 -3.865 0.08


13
Properties=species:S:1:pos:R:3:lowdin_charge:R:1 method="wB97M-V/def2-TZVPD" e_above_lowest_kcal_mol=29.1 e_lumo_ev=0.9 energy_ha=-340.7485
N 1.410 -1.751 -0.405 0.13
C 0.643 -0.633 -0.192 -0.43
C -0.841 -0.695 -0.080 -0.13
C -1.192 0.754 0.006 -0.06
C -0.003 1.385 0.111 -0.43
O 0.257 2.694 0.306 0.07
N 1.120 0.549 0.032 0.16
H 1.082 -2.651 -0.074 0.10
H 2.393 -1.591 -0.242 0.10
H -1.384 -1.292 -0.841 0.13
H -2.191 1.173 0.061 0.10
H -0.588 3.163 0.346 0.11
H -0.706 -1.105 0.973 0.15